1.
ORCA calculation (ωB97M-V/def2-TZVPD) on a cluster of 2 separate species, CClNO2S2 in total at a distorted geometry.

Results
LUMO energy in Eh: 0.1702
Charge: -2
Relative energy (zero: lowest compared OMol25 entry of this formula, charge and spin) in kcal/mol: 13.8
Total energy in Ha: -1500.008953
Strongest force on any atom in eV/A: 4.90
M in g mol⁻¹: 157.60

```
7
Properties=species:S:1:pos:R:3:nbo_charge:R:1
C 0.13 0.35 -2.40 0.1734
N 0.16 -0.56 -1.66 -0.6406
O -1.34 -2.91 -1.13 -0.9542
O -1.98 -0.83 0.01 -0.9326
S 0.45 1.60 -3.38 -0.3534
S -0.97 -1.76 -0.24 1.7075
Cl 3.55 4.11 8.80 -1.0000
```



2.
ORCA calculation (ωB97M-V/def2-TZVPD) on a structure of composition CCuF3MgNO3S3 at a distorted geometry.

Results
LUMO energy (spin up / spin down) in Eh: -0.0837 / -0.0836
Relative energy (zero: lowest compared OMol25 entry of this formula, charge and spin) in kcal/mol: 30.5
Total energy in Ha: -3653.118606
Multiplicity: 2
Strongest force on any atom in eV/A: 3.39
M in g mol⁻¹: 315.06

```
13
Properties=species:S:1:pos:R:3:nbo_charge:R:1
Mg 2.18 -0.40 1.36 1.7314
N 0.15 1.16 -0.60 -1.2031
S 0.46 2.11 0.81 0.6357
O 2.04 1.60 1.01 -1.2676
S -0.35 -0.36 -0.28 1.5337
O 0.20 -0.81 1.09 -1.1347
O 0.42 -1.82 -1.68 -0.5272
C -2.17 -0.25 0.10 0.7846
F -2.42 0.57 1.11 -0.3036
F -2.79 0.19 -0.99 -0.3033
F -2.61 -1.46 0.40 -0.3062
Cu 2.18 1.18 -0.93 0.8441
S 2.70 -1.72 -1.41 -0.4838
```



3.
ORCA calculation (ωB97M-V/def2-TZVPD) on the ion CF2IO3S with charge -1 at a distorted geometry.

Results
LUMO energy in Eh: 0.1033
Charge: -1
Relative energy (zero: lowest compared OMol25 entry of this formula, charge and spin) in kcal/mol: 0.0
Total energy in Ha: -1159.506084
Structure (SMILES): O=S(=O)([O-])C(F)(F)I
Strongest force on any atom in eV/A: 2.22
M in g mol⁻¹: 256.98

```
8
Properties=species:S:1:pos:R:3:nbo_charge:R:1
O 1.54 -1.15 -0.51 -0.9755
S 0.98 -0.19 0.43 2.3500
O 1.35 1.18 0.25 -0.9707
O 0.63 -0.62 1.80 -0.9659
C -0.76 -0.07 -0.17 0.4499
F -1.49 -1.13 -0.41 -0.3267
F -1.39 0.64 0.79 -0.3505
I -0.86 1.34 -2.18 -0.2105
```



4.
ORCA calculation (ωB97M-V/def2-TZVPD) on an isolated molecule of CF2N2O4 at a distorted geometry.

Results
LUMO energy in Eh: -0.0342
Relative energy (zero: lowest compared OMol25 entry of this formula, charge and spin) in kcal/mol: 3.9
Total energy in Ha: -648.073587
Structure (SMILES): O=[N+]([O-])C(F)(F)[N+](=O)[O-]
Strongest force on any atom in eV/A: 4.32
M in g mol⁻¹: 142.02

```
9
Properties=species:S:1:pos:R:3:nbo_charge:R:1
O 0.97 -1.48 -0.76 -0.3034
N 1.32 -0.42 -0.32 0.5093
O 2.27 0.26 -0.36 -0.2830
C 0.13 0.18 0.49 0.7511
F -0.30 -0.69 1.41 -0.2800
F 0.51 1.36 1.08 -0.2856
N -1.26 0.46 -0.43 0.5107
O -1.29 -0.11 -1.51 -0.3356
O -2.11 1.07 0.09 -0.2834
```



5.
ORCA calculation (ωB97M-V/def2-TZVPD) on an isolated molecule of CF2NPS at a distorted geometry.

Results
LUMO energy in Eh: -0.0810
Relative energy (zero: lowest compared OMol25 entry of this formula, charge and spin) in kcal/mol: 80.0
Total energy in Ha: -1032.068450
Structure (SMILES): N#CP(F)SF
Strongest force on any atom in eV/A: 2.52
M in g mol⁻¹: 127.06

```
6
Properties=species:S:1:pos:R:3:nbo_charge:R:1
N -1.82 0.43 0.28 -0.2178
C -0.86 0.16 -0.28 -0.1850
P 0.60 -0.10 -1.24 1.1211
F 1.04 1.45 -1.10 -0.5428
S 1.55 -0.56 0.82 0.2727
F 1.88 -1.95 1.77 -0.4482
```



6.
ORCA calculation (ωB97M-V/def2-TZVPD) on an isolated molecule of CF2O at a distorted geometry.

Results
LUMO energy in Eh: 0.0180
Relative energy (zero: lowest compared OMol25 entry of this formula, charge and spin) in kcal/mol: 14.7
Total energy in Ha: -313.064569
Structure (SMILES): O=C(F)F
Strongest force on any atom in eV/A: 5.60
M in g mol⁻¹: 66.01

```
4
Properties=species:S:1:pos:R:3:nbo_charge:R:1
O -0.81 -0.73 -0.43 -0.5082
C 0.05 -0.07 -0.01 1.1386
F -0.05 1.43 -0.15 -0.3848
F 1.02 -0.42 0.68 -0.2457
```